The following is a DFT calculation (ωB97M-V/def2-TZVPD) of a cluster of 6 separate species, C21H50BFO11S in total.

XYZ file:
```
85
Properties=species:S:1:pos:R:3
C 1.3587 1.6520 1.4411
C -0.1248 1.5300 1.0097
B -0.3396 0.8040 -0.3647
O 0.5079 1.1695 -1.3941
C -1.5078 -0.2484 -0.6636
C -2.5827 -0.2128 0.4079
O -3.8840 -0.5257 -0.1628
S -4.0574 -1.9138 -0.9029
O -5.0237 -1.6738 -1.9293
O -4.3131 -2.9306 0.0784
C -2.4857 -2.2817 -1.6802
C -1.1690 -1.7303 -1.0523
C -0.1204 -1.8876 -2.1956
C 1.2929 -2.4071 -1.8943
C 2.2629 -1.3848 -1.3574
F 3.5387 -1.9682 -1.3005
C -0.8941 -2.6874 0.1432
C 0.1787 -2.3265 1.1394
O 1.2615 -2.8483 1.2110
O -0.2065 -1.3681 2.0021
H 1.9980 0.8691 1.0315
H 1.4324 1.6678 2.5303
H 1.7848 2.5890 1.0987
H -0.5104 2.5429 0.8156
H -0.7421 1.1289 1.8134
H 0.0672 1.4547 -2.2000
H -2.0121 0.1458 -1.5618
H -2.3773 -0.8524 1.2645
H -2.6967 0.7986 0.7946
H -2.5890 -1.9525 -2.7134
H -2.4633 -3.3734 -1.6530
H -0.5411 -2.6117 -2.9003
H -0.0387 -0.9559 -2.7592
H 1.2866 -3.3058 -1.2767
H 1.7140 -2.7175 -2.8559
H 2.3201 -0.5548 -2.0542
H 2.0175 -1.0429 -0.3525
H -1.8289 -2.8251 0.6926
H -0.6235 -3.6660 -0.2543
H 0.5836 -1.1118 2.5055
C -4.6613 -0.3533 3.5435
C -5.7189 0.6947 3.2620
O -5.5085 1.2841 1.9806
H -3.6740 0.1090 3.4891
H -4.7814 -0.8133 4.5249
H -4.7084 -1.1421 2.7876
H -5.6663 1.5078 3.9851
H -6.7227 0.2614 3.3113
H -5.5634 0.5736 1.3295
C 3.5889 -2.0823 -5.9868
C 2.1935 -1.5802 -5.6728
O 2.1853 -0.6704 -4.5752
H 4.0236 -2.5653 -5.1111
H 3.5698 -2.7976 -6.8099
H 4.2422 -1.2542 -6.2712
H 1.5466 -2.4060 -5.3753
H 1.7496 -1.1064 -6.5544
H 2.7391 0.0826 -4.8055
C 5.7416 2.9297 2.7507
C 5.1983 3.0041 1.3373
O 3.8935 3.5782 1.2923
H 5.0681 2.3484 3.3819
H 6.7261 2.4595 2.7646
H 5.8345 3.9276 3.1875
H 5.0934 2.0045 0.9206
H 5.8797 3.5755 0.6967
H 3.9399 4.4720 1.6455
C 5.3327 -2.3932 2.7939
C 4.2815 -1.3427 2.4908
O 4.4612 -0.7500 1.2125
H 6.3309 -1.9567 2.7403
H 5.1882 -2.8165 3.7891
H 5.2816 -3.2065 2.0669
H 4.3401 -0.5246 3.2101
H 3.2805 -1.7859 2.5593
H 4.3861 -1.4400 0.5397
C -5.5729 4.6502 0.6453
C -5.6854 4.1031 -0.7628
O -4.6795 3.1255 -1.0233
H -4.5867 5.0904 0.8012
H -6.3279 5.4103 0.8524
H -5.6933 3.8380 1.3651
H -5.5431 4.8879 -1.5054
H -6.6764 3.6649 -0.9229
H -4.7998 2.4168 -0.3810
```

Calculated values
- Lowest unoccupied orbital energy: 0.013 hartree
- Energy: -59339.84697 eV
- SMILES string: CCB(O)[C@@H]1COS(=O)(=O)C[C@]1(CCCF)CC(=O)O.CCO.CCO.CCO.CCO.CCO
- HOMO: -10.01 eV

Atom charges from the Löwdin analysis, given in e for atoms 1 to 4: -0.088 -0.142 -0.437 0.142